[1]
41
Properties=species:S:1:pos:R:3:forces:R:3 method="wB97M-V/def2-TZVPD" smiles="Cc1ccccc1NC(=O)N1CCN(c2ncccn2)CC1" e_homo_ha=-0.303 fmax_ev_per_a=0.60 mol_weight_da=297.4 gap_ev=8.99 e_tot_ha=-970.1653 multiplicity=1
C 3.01296 -0.18129 -0.40021 0.45 -0.38 0.09
H -3.12175 -1.89052 2.70916 0.03 -0.05 0.13
H -5.62123 -1.34044 -1.86698 -0.07 -0.03 -0.06
N -1.76664 0.30463 1.31066 -0.02 -0.32 0.47
C -2.82990 -2.28130 1.73308 -0.02 0.06 -0.08
H 1.30805 -0.60092 -2.18272 -0.13 0.20 -0.05
C -3.27899 0.70655 -0.55599 -0.06 0.01 0.13
H 5.46203 -0.31442 1.70042 0.09 -0.06 0.05
O -0.57867 2.08597 2.03958 0.09 0.17 0.31
C 1.08933 0.38793 -1.78048 -0.26 -0.10 -0.10
N 2.12558 0.72783 -0.84226 -0.27 0.15 -0.04
C -4.29024 0.26779 -1.39071 0.00 0.00 -0.02
C -0.27890 0.37946 -1.07988 0.02 -0.28 -0.38
C -0.88240 1.35145 1.11920 0.04 0.04 -0.10
C 4.77000 -0.66348 0.94368 0.05 -0.34 -0.07
H 3.82180 -3.25689 -0.96616 0.08 -0.09 0.03
H -1.94079 0.13387 2.29309 0.12 0.15 -0.12
H -4.78353 -2.79319 -0.06838 -0.02 -0.10 0.03
H -0.40451 -0.56076 -0.53741 0.01 0.06 -0.08
H 2.28669 1.92068 0.84174 -0.08 0.12 -0.14
C 4.82250 -1.95872 0.44692 -0.01 0.03 0.01
C -4.82970 -0.99433 -1.21996 -0.08 -0.04 -0.07
H -2.87773 1.70329 -0.66215 0.05 0.07 -0.04
C -2.78756 -0.12043 0.44896 -0.36 -0.06 -0.35
C 0.58997 2.54891 -0.35604 0.13 0.21 0.07
N 3.88691 0.22358 0.53304 -0.12 0.34 -0.01
H 5.55220 -2.67371 0.78607 0.07 -0.07 0.03
C 2.02391 2.02907 -0.21315 -0.01 0.27 0.21
C 3.87267 -2.27316 -0.51474 0.19 0.02 0.20
H 0.41890 2.96665 -1.35236 0.01 0.03 0.06
H -1.07632 0.44851 -1.83124 0.11 -0.10 0.04
H -1.74254 -2.33979 1.70770 0.08 -0.03 0.06
N -0.36089 1.48001 -0.13746 0.00 0.03 0.08
C -4.35623 -1.81038 -0.20669 -0.02 0.09 -0.05
H -4.66357 0.91946 -2.16653 -0.03 0.06 -0.06
H 2.73108 2.73104 -0.67141 -0.03 0.04 0.10
N 2.97288 -1.40964 -0.94023 -0.24 0.03 -0.15
C -3.33770 -1.39509 0.63624 0.14 0.06 0.01
H 1.09582 1.11634 -2.59815 -0.01 -0.09 0.00
H -3.23794 -3.28364 1.63448 -0.02 -0.05 0.04
H 0.40387 3.31996 0.39243 0.07 -0.04 -0.18

=====

[2]
17
Properties=species:S:1:pos:R:3:forces:R:3 method="wB97M-V/def2-TZVPD" e_homo_ha="-0.289 / -0.287" fmax_ev_per_a=4.42 mol_weight_da=196.6 gap_ev="7.09 / 6.77" e_tot_ha=-1336.9881 multiplicity=1
C 0.36417 -1.08848 -1.19379 1.01 0.28 -0.48
H -1.76342 -1.18758 -0.74602 -0.55 -1.06 -0.12
S -0.40025 1.92126 0.69333 -2.84 -0.89 2.54
H 0.64016 -2.07630 -1.72891 -0.27 1.63 0.71
C 0.30393 -0.35216 1.54540 0.13 0.07 1.17
C -0.79891 -1.21868 -0.27789 0.59 0.97 2.09
O 0.58400 2.30314 -0.24009 2.57 0.40 -2.13
H -1.68168 1.19606 -1.09271 0.48 -0.45 -1.12
F -0.10556 -0.19794 -2.20508 0.07 -0.25 -0.41
H 2.44663 -0.16524 -0.92615 0.24 0.02 -0.89
H 2.42336 -0.01312 1.30938 1.38 0.51 1.17
C 1.55568 -0.41760 0.90844 -0.78 1.43 -2.89
Cl 0.06422 -0.26121 3.27268 0.74 0.28 0.42
N -1.76028 1.61300 -0.19668 -2.21 -0.51 2.76
C 1.50887 -0.38796 -0.47125 0.02 -2.50 1.53
N -0.75149 -0.90950 0.99656 -2.97 -0.84 -3.16
H -2.62942 1.24232 0.35277 2.39 0.91 -1.20

=====

[3]
51
Properties=species:S:1:pos:R:3:forces:R:3 method="wB97M-V/def2-TZVPD" e_homo_ha=-0.150 fmax_ev_per_a=13.44 mol_weight_da=473.2 gap_ev=1.96 e_tot_ha=-3679.6586 multiplicity=1
H 0.38232 1.44328 -1.09775 -0.45 2.13 1.44
H -0.64462 -2.07832 -0.96544 -0.24 -3.39 0.03
H -4.55224 1.10280 -1.69737 1.07 -0.06 2.25
H -2.05133 -1.84371 1.37823 -2.04 -1.75 -0.74
C -2.25650 2.63296 0.82280 -0.24 -0.67 0.57
C 1.64699 3.10488 -0.11613 0.20 -0.10 -1.10
C -0.60759 -3.08154 -0.35726 -3.73 -6.58 -3.91
H 3.03124 3.23309 1.69066 -0.85 -2.01 -1.31
Br 0.11076 -1.35982 0.69900 5.22 11.20 5.29
C -3.90799 -1.50518 0.08712 0.59 -0.93 0.39
H 0.15628 -5.27186 -0.42588 -0.22 1.76 -1.53
H 5.29946 2.54538 1.79320 -0.22 -1.76 -1.38
H 2.30271 3.03867 -1.11078 -1.38 0.19 2.11
H -2.29264 3.75713 1.22218 0.15 -2.33 -1.23
H -3.46768 -3.10484 1.75145 1.01 1.03 -1.64
H -4.78924 1.01966 0.18896 2.03 -0.01 -1.66
H -0.38432 3.21270 -1.14402 1.28 -1.72 1.47
C 3.70985 1.38190 0.54592 2.58 -0.88 -0.14
N 5.08530 1.75324 1.11976 -4.11 -1.97 -2.35
C 0.19168 2.42955 -0.45259 -0.13 -0.06 -0.47
C -2.18932 -3.58826 -0.16446 0.43 0.74 1.27
C -0.72281 2.05498 0.85514 0.43 0.61 0.68
H -2.20317 -4.66729 0.33894 0.07 2.16 -1.38
H 1.30655 -4.02813 -1.25766 -2.25 -0.59 0.17
H -4.58686 -2.12425 -0.67534 1.44 1.33 1.66
H -2.79190 -3.54462 -1.17464 1.19 -0.36 1.88
I 7.90772 -1.66218 -0.66373 0.59 -0.04 0.17
C 2.50444 2.36242 1.06657 0.84 0.28 0.34
C 5.23661 -0.16126 -0.27290 -0.13 1.97 1.55
H -2.86340 2.00914 1.63968 1.27 1.33 -1.69
H -2.98889 -0.67906 -1.86290 -0.08 0.72 2.05
C -2.88487 -2.54466 0.90534 -0.57 0.72 -0.90
C 0.16562 -4.31764 -1.11381 0.76 0.86 0.10
H 7.00220 0.84313 0.89386 -1.43 -0.40 -0.62
N 3.73419 0.17897 -0.37050 5.16 4.15 4.41
H -0.16525 -2.87916 0.72006 -1.52 -4.46 -2.23
N 5.99776 0.79925 0.61363 -2.39 -1.43 -1.58
H 1.53447 4.27424 0.09648 0.23 -2.70 -0.09
C -3.05244 2.41885 -0.59437 -1.34 0.31 0.11
H -1.96132 -0.20026 -0.35530 -2.37 -0.22 -0.52
C -3.96056 1.03786 -0.66376 0.21 0.56 -1.19
H 5.33002 -1.85778 -1.47089 0.87 1.31 1.19
H 1.86987 1.75601 1.84034 1.01 0.91 -1.75
N 5.90729 -1.20459 -0.86302 -3.43 1.27 -0.03
H -2.38200 2.44268 -1.55305 -1.05 0.01 1.95
H -3.83612 3.31382 -0.69438 1.74 -1.82 0.11
H -0.30538 -4.48256 -2.17311 0.88 -0.04 1.94
C -3.06039 -0.33436 -0.74607 -1.22 -0.33 0.40
H -4.61888 -1.06250 0.90583 1.33 -0.45 -1.70
H -0.68442 0.88908 1.05374 -0.09 2.48 -0.54
H -0.20119 2.54815 1.80820 -1.11 -0.98 -1.88

=====

[4]
53
Properties=species:S:1:pos:R:3:forces:R:3 method="wB97M-V/def2-TZVPD" charge=+1 e_homo_ha="-0.408 / -0.413" fmax_ev_per_a=1.42 mol_weight_da=512.5 gap_ev="8.78 / 9.45" e_tot_ha=-4630.3331 s2=2.009 multiplicity=3
H -1.77424 8.13548 -1.07889 0.02 -0.09 0.15
C -7.28560 12.70045 -2.77151 -0.69 -0.27 0.25
C -1.94572 12.85364 -1.94599 0.24 0.12 -0.42
C -6.73578 11.10216 -7.02760 -0.11 -0.27 -0.14
H -5.92034 10.85350 -7.70128 0.08 0.07 0.06
C -4.90100 5.19588 -4.06844 -0.11 -1.42 -0.02
H -7.75653 13.26632 -1.96646 0.32 0.32 -0.05
C -7.09805 6.40535 -4.89887 -0.28 0.50 -0.11
H -3.83422 4.99900 -4.15117 0.07 0.34 0.26
H -6.29319 10.90049 -0.81795 0.16 -0.07 0.00
H -1.08233 11.40358 -4.75760 -0.12 0.43 -0.02
H -7.61541 7.02846 -5.62585 0.11 -0.06 -0.15
H 0.26736 7.20463 -4.05161 -0.07 0.07 0.05
H -4.73271 11.63826 -0.37196 0.01 -0.01 0.06
O -2.72091 10.64385 -3.10971 -0.39 0.19 0.48
H 0.38427 11.00035 -3.91346 0.10 0.16 0.12
H -2.69035 12.74165 -1.16553 -0.01 0.20 0.09
C -5.72585 11.83150 -0.76548 -0.40 -0.23 -0.14
V -4.23824 9.54820 -3.91665 -0.35 -0.74 -1.05
S -1.96963 7.12766 -3.16568 -0.84 -0.70 0.04
O -6.20487 9.74809 -4.83830 -0.08 0.25 1.02
H -7.39538 13.22735 -3.71535 0.00 -0.06 -0.04
H -5.36068 4.24337 -4.36627 -0.06 0.20 -0.24
H -9.44076 9.53365 -6.18614 0.00 0.32 -0.25
H -5.24917 5.35897 -3.05094 0.25 0.64 0.00
C -1.05081 7.67295 -1.74673 -0.13 0.04 -0.09
H -7.45263 5.38396 -5.02326 -0.03 -0.03 0.21
Cl -3.46230 10.45760 -6.07589 -0.15 -0.21 0.64
H -0.94094 6.68708 -5.23119 -0.24 0.19 0.08
H -0.67636 6.73091 -1.34341 0.13 0.17 0.29
H -7.28016 6.82941 -3.91110 0.17 -0.28 0.15
C -0.62895 6.60041 -4.19069 0.77 -0.26 -0.69
O -5.14524 11.28647 -3.25999 0.06 -0.32 -0.40
O -4.72140 7.68133 -4.91897 0.09 0.48 -0.17
O -2.53591 8.29131 -3.91741 0.52 0.74 -0.05
Cl -5.10097 8.36691 -1.96330 0.32 0.40 -0.20
H -2.30346 13.41428 -2.80953 -0.32 -0.09 0.06
S -5.55442 12.44631 -2.44134 0.03 0.61 0.79
H -0.24474 8.36370 -1.98593 0.03 -0.04 -0.10
H -7.63759 11.33098 -7.59501 0.03 0.15 0.02
H -1.04159 13.35322 -1.59725 -0.03 -0.13 0.30
C -0.47140 11.67642 -3.89164 0.16 -0.82 -0.14
H -0.14407 12.70955 -3.86742 -0.10 0.07 -0.04
S -7.06088 9.63748 -6.04843 0.22 -0.34 -1.02
H -8.82456 9.43187 -4.55657 0.03 0.11 0.04
H -8.86647 11.04768 -5.32237 -0.19 -0.03 -0.08
C -8.73088 9.98209 -5.49486 0.25 -0.19 0.52
H -7.80975 11.74142 -2.77112 0.27 -0.09 -0.28
S -1.49798 11.20994 -2.48322 0.53 0.18 -0.14
S -5.35069 6.39572 -5.29536 -0.23 -0.48 -0.05
H -0.38322 5.54719 -4.05035 -0.09 0.04 0.39
H -6.27466 12.55044 -0.16016 0.20 0.16 0.02
H -6.42207 11.89490 -6.35160 -0.13 0.06 0.00

=====

[5]
22
Properties=species:S:1:pos:R:3:forces:R:3 method="wB97M-V/def2-TZVPD" smiles=CC1(C)CC(F)(F)CC[Se]1 e_homo_ha=-0.311 fmax_ev_per_a=4.08 mol_weight_da=213.1 gap_ev=9.18 e_tot_ha=-2875.0231 multiplicity=1
H 1.46104 0.92842 -0.79103 0.46 -0.23 0.08
C 0.56184 -0.86514 0.57856 -1.45 2.66 -2.73
H 1.80923 -1.89761 1.82155 0.43 -0.70 -0.85
C -0.57160 -1.91067 0.39617 -0.17 1.01 0.75
H -0.72937 -2.64233 1.23443 0.34 1.05 -0.38
C 0.69742 0.18843 -0.98306 -1.50 -2.34 1.52
H 2.15330 -2.28240 -0.05408 -0.57 0.88 1.50
F -1.65324 0.31232 -1.70611 0.52 -0.09 -0.67
H 2.75028 -0.68488 0.85012 -2.11 -2.19 -0.46
H -1.85954 0.58398 0.77588 -1.61 -1.27 -0.52
C 1.86230 -1.53793 0.76928 3.20 1.94 0.65
C -1.21250 1.38081 0.90002 0.87 2.39 2.42
H -1.53981 -1.41360 0.14034 0.83 -0.72 0.05
H -0.00375 2.66834 -0.26072 2.56 1.73 0.41
C -0.50340 1.02293 -1.47419 0.46 0.61 3.66
Se 0.22381 0.57141 1.97586 0.22 -0.85 -1.08
H 0.91392 -0.47021 -1.82837 0.50 -0.18 0.28
H -1.67679 2.09503 1.68029 0.55 -0.96 -1.47
H -0.16242 -2.49010 -0.40350 -0.42 -0.58 -0.96
F -0.08315 1.66881 -2.56514 -0.27 0.12 -1.52
H -1.61807 2.69424 -0.66200 -1.47 0.97 -0.89
C -0.81948 2.08015 -0.39431 -1.37 -3.25 0.21

=====

[6]
60
Properties=species:S:1:pos:R:3:forces:R:3 method="wB97M-V/def2-TZVPD" smiles="C[C@@H](Cl)COC(=O)OO.O=S1(=O)OCCO1.O=S1(=O)OCCO1.O=S1(=O)OCCO1.O=S1(=O)OCCO1" e_homo_ha=-0.378 fmax_ev_per_a=3.08 mol_weight_da=651.0 gap_ev=10.84 e_tot_ha=-4028.5557 multiplicity=1
H 1.04545 3.76429 -2.61571 0.00 -0.04 0.05
H 5.00444 -5.71526 -2.20450 -0.13 0.19 -0.15
O 3.49923 -4.02675 0.17873 0.34 0.38 -0.28
C -3.91675 6.13528 -2.41093 0.15 0.47 -0.13
O 2.00021 2.18113 2.98885 -0.05 0.29 0.00
H 1.44552 -0.29815 5.14584 -0.02 0.00 0.04
C 3.89542 -5.28202 -0.38094 -0.27 -0.43 -0.31
Cl -0.72584 -1.65756 2.16758 0.18 -0.39 -0.25
O -1.22152 4.44749 -3.32219 -0.10 -0.04 -0.07
H 4.32002 -5.92373 0.38807 -0.05 0.22 0.13
C 0.76685 2.72877 -0.73388 0.53 -0.26 0.26
O -3.18927 5.00020 -1.93805 -0.07 -0.23 -0.36
H -2.10488 -1.47764 -1.16319 -0.37 0.05 0.61
H -2.34688 -3.68611 2.24311 0.36 -0.37 -0.67
H 3.00980 -5.76179 -0.80495 0.03 -0.03 0.02
H 0.20628 -4.13020 -1.43619 0.12 -0.45 0.10
O -0.25380 -5.77539 -0.56875 -0.48 0.23 1.26
O 0.36126 3.62366 4.18200 0.06 -0.06 -0.29
H 0.71451 2.06727 6.95551 0.00 -0.06 0.02
O 4.50926 -1.87493 -0.44234 -0.31 0.13 -0.01
H -4.71285 6.39215 -1.71499 0.09 -0.21 0.10
O 1.00713 1.72250 -2.83206 -0.28 -0.28 0.46
S -0.42918 1.21555 -2.30158 0.55 0.38 -0.12
C 1.43497 1.48680 6.37359 -0.46 0.09 0.34
H -5.32902 5.08447 -3.67529 -0.02 0.07 0.03
O 2.32245 -2.56266 -1.41720 0.10 0.12 -0.01
C 1.41660 2.87944 -2.09475 -0.05 0.63 -0.06
O -0.49623 -4.80237 -1.54468 -0.30 0.72 -1.36
H -4.69013 6.58059 -4.39762 0.21 -0.09 -0.13
H 1.31527 2.02084 -0.10747 0.02 0.07 0.02
H -1.66521 -0.37456 0.15307 -0.68 -0.29 -0.22
O -1.43107 1.61578 -3.22311 2.17 -2.18 0.17
S 1.16889 2.45870 4.10459 -0.09 -0.37 0.46
O -0.22883 -5.28112 1.59410 1.18 -0.13 2.18
O 4.39307 -3.73271 -2.05443 -0.57 0.04 0.22
C -4.44874 5.72535 -3.77029 -0.47 -0.20 0.19
H 0.67241 3.67676 -0.20926 -0.27 -0.05 -0.05
C -2.20688 -1.30676 -0.07433 0.74 -0.72 0.09
O -3.11171 2.84223 -3.11404 -1.79 1.89 0.19
C -2.35359 -3.60635 1.13745 -0.74 0.89 0.39
H -3.26768 -1.28677 0.22962 0.54 0.20 -0.06
H -0.07201 -0.04703 6.04048 -0.13 0.13 -0.18
O -3.39855 4.95275 -4.35542 0.50 0.23 0.32
O 2.06585 2.36898 5.44132 -0.04 -0.29 -0.51
H -3.39016 -3.30968 0.87731 0.61 -0.51 -0.06
C -0.84914 -5.28477 0.60901 -0.84 -0.19 -1.86
S 3.62343 -2.86765 -0.93304 0.22 -0.59 0.09
C -1.42270 -2.44581 0.68022 -0.97 0.92 -0.28
S -2.60781 4.16143 -3.19045 -0.77 0.05 0.03
C 4.90132 -4.93025 -1.45891 0.46 -0.08 0.35
O 0.23489 1.17831 4.39159 0.15 0.57 0.15
H 2.17039 1.04737 7.04359 0.17 0.13 -0.18
H 5.88114 -4.70596 -1.02971 -0.02 -0.06 0.00
H -3.22281 6.97538 -2.49486 -0.06 0.02 -0.02
O -0.28780 -0.12746 -1.85422 0.06 0.08 -0.36
O -2.11582 -4.85103 0.46132 0.75 0.16 -0.42
C 0.73989 0.45036 5.51402 0.39 -0.43 0.07
H 2.50206 2.92484 -2.03055 -0.03 -0.27 -0.08
H -0.60680 -2.74844 0.00610 -0.13 -0.07 0.73
O -0.52436 2.17219 -1.00720 -0.12 0.00 -0.58